1.
{
  "formula": "CH20O9",
  "method": "wB97M-V/def2-TZVPD",
  "total_energy_ha": -727.16375,
  "e_lumo_ev": -0.3789,
  "max_force_ev_per_a": 1.861,
  "relative_energy_kcal_mol": 63.5,
  "gap_ev": 6.927,
  "symbols": ["O", "H", "H", "H", "C", "O", "H", "H", "H", "O", "H", "H", "O", "H", "H", "O", "H", "H", "O", "H", "H", "O", "H", "H", "O", "H", "H", "O", "H", "H"],
  "coordinates": [[-0.285, 0.537, -0.483], [-0.797, 0.232, 0.363], [-0.881, 0.785, -1.240], [0.368, 1.211, -0.195], [-1.786, -1.141, 2.490], [-1.360, 0.044, 1.904], [-2.237, -1.850, 1.772], [-0.942, -1.680, 2.953], [-2.581, -1.002, 3.240], [2.118, -0.774, 0.736], [1.966, -0.247, 1.529], [2.241, -1.673, 1.052], [2.069, 0.889, -2.620], [1.386, 0.541, -3.203], [2.816, 0.297, -2.745], [-0.631, -2.716, -0.117], [-0.178, -2.201, 0.561], [-1.493, -2.298, -0.192], [1.066, 0.570, 3.333], [0.287, 0.586, 2.727], [1.109, 1.457, 3.700], [-2.022, 1.244, -2.274], [-2.491, 0.843, -3.012], [-2.155, 2.192, -2.374], [1.217, 2.615, 0.554], [0.982, 3.293, -0.089], [1.537, 3.101, 1.319], [0.238, -1.435, -2.882], [0.977, -1.661, -3.457], [-0.537, -1.763, -3.349]]
}

***

2.
{
  "formula": "CH21O13",
  "method": "wB97M-V/def2-TZVPD",
  "total_energy_ha": -1028.98522,
  "e_lumo_ev": 2.7135,
  "max_force_ev_per_a": 3.016,
  "relative_energy_kcal_mol": 0.0,
  "gap_ev": 9.754,
  "total_charge": -1,
  "symbols": ["O", "C", "O", "O", "H", "O", "H", "H", "O", "H", "H", "O", "H", "H", "O", "H", "H", "O", "H", "H", "O", "H", "H", "O", "H", "H", "O", "H", "H", "O", "H", "H", "O", "H", "H"],
  "coordinates": [[-1.199, 1.334, 0.230], [-0.984, -0.049, 0.391], [-1.263, -0.589, 1.519], [-0.664, -0.679, -0.619], [-1.234, 1.793, 1.100], [0.002, 0.481, -3.133], [-0.248, 0.040, -2.267], [0.376, 1.367, -3.066], [3.989, -1.915, -1.416], [3.061, -1.879, -1.080], [3.923, -1.387, -2.235], [-0.230, -2.130, -4.382], [0.331, -2.551, -3.796], [-0.237, -1.255, -4.075], [-1.005, 2.212, 2.777], [-1.722, 1.712, 3.224], [-0.186, 1.963, 3.177], [-0.742, -3.435, 1.170], [-0.859, -2.502, 1.196], [-0.256, -3.607, 2.005], [1.321, 0.304, 2.849], [0.587, -0.248, 2.529], [2.068, -0.026, 2.337], [-0.595, 3.711, -1.641], [-1.092, 2.960, -1.304], [0.079, 3.729, -0.934], [1.476, 2.170, -0.030], [0.950, 1.483, -0.406], [2.344, 1.792, -0.209], [1.654, -2.004, -0.181], [1.060, -1.251, -0.371], [1.076, -2.770, -0.033], [-4.150, 0.422, 2.506], [-3.458, -0.221, 2.393], [-4.175, 1.025, 1.773]]
}

***

3.
{
  "formula": "CH24CdO15",
  "method": "wB97M-V/def2-TZVPD",
  "total_energy_ha": -1348.81463,
  "e_lumo_ev": -2.4954,
  "max_force_ev_per_a": 3.822,
  "relative_energy_kcal_mol": 0.0,
  "gap_ev": 7.064,
  "symbols": ["Cd", "C", "O", "O", "O", "O", "H", "H", "O", "H", "H", "O", "H", "H", "O", "H", "H", "O", "H", "H", "O", "H", "H", "O", "H", "H", "O", "H", "H", "O", "H", "H", "O", "H", "H", "O", "H", "H", "O", "H", "H"],
  "coordinates": [[-1.122, -0.016, -2.002], [-0.025, 0.327, 0.269], [0.630, -0.355, -0.712], [-1.255, 0.524, 0.116], [0.700, 0.491, 1.278], [-0.462, 1.343, 3.357], [0.054, 1.091, 2.543], [-0.029, 0.941, 4.054], [-0.747, -3.444, -0.357], [-0.792, -3.953, 0.441], [-0.019, -2.826, -0.321], [-2.275, -1.170, 2.050], [-1.757, -0.634, 1.431], [-2.501, -0.544, 2.713], [1.579, -2.062, 1.334], [2.157, -2.295, 0.551], [1.198, -1.187, 1.141], [2.921, -1.092, -1.087], [3.060, -0.823, -2.005], [1.992, -0.783, -0.900], [2.022, 2.141, -1.389], [1.260, 2.127, -1.951], [2.019, 1.286, -0.942], [3.307, 0.871, 1.064], [3.318, 1.808, 0.857], [2.358, 0.666, 1.004], [-2.994, 1.093, -1.921], [-3.735, 0.974, -2.531], [-3.331, 1.117, -0.975], [0.042, -2.012, -3.090], [-0.547, -2.599, -3.542], [0.636, -1.769, -3.781], [1.224, 3.046, 1.589], [1.489, 3.026, 2.526], [1.027, 2.090, 1.409], [-2.445, -1.666, -1.298], [-3.268, -2.081, -1.481], [-1.910, -2.294, -0.742], [-1.558, 3.080, 0.361], [-1.472, 2.183, 0.136], [-0.746, 3.381, 0.807]]
}

***

4.
{
  "formula": "CH25O12",
  "method": "wB97M-V/def2-TZVPD",
  "total_energy_ha": -955.90973,
  "e_lumo_ev": 2.1989,
  "max_force_ev_per_a": 2.477,
  "relative_energy_kcal_mol": 89.4,
  "gap_ev": 4.883,
  "total_charge": -1,
  "symbols": ["C", "O", "H", "H", "H", "O", "H", "H", "O", "H", "H", "O", "H", "H", "O", "H", "H", "O", "H", "H", "O", "H", "H", "O", "H", "H", "O", "H", "H", "O", "H", "H", "O", "H", "H", "O", "H", "H"],
  "coordinates": [[-14.233, -19.231, -5.786], [-13.684, -20.339, -5.156], [-13.821, -18.940, -6.752], [-15.279, -19.390, -6.045], [-14.177, -18.442, -5.037], [-10.174, -23.790, -7.746], [-10.315, -24.735, -7.679], [-10.747, -23.414, -7.077], [-11.422, -22.639, -0.934], [-11.662, -21.901, -0.374], [-11.754, -22.402, -1.800], [-11.487, -17.742, -10.580], [-11.621, -18.499, -10.010], [-12.242, -17.748, -11.169], [-17.914, -23.176, -8.178], [-17.843, -23.573, -9.046], [-17.282, -22.457, -8.190], [-16.021, -15.501, -10.202], [-16.475, -16.344, -10.189], [-15.627, -15.427, -9.333], [-14.030, -25.381, -4.138], [-14.625, -25.416, -3.388], [-14.023, -24.459, -4.395], [-19.401, -18.964, -8.623], [-18.847, -19.042, -7.847], [-20.012, -19.698, -8.558], [-12.049, -14.067, -7.952], [-12.163, -14.757, -8.605], [-11.561, -13.382, -8.409], [-16.128, -20.735, -1.233], [-15.550, -20.745, -1.995], [-16.963, -20.409, -1.570], [-8.805, -19.351, -4.154], [-8.761, -19.084, -5.072], [-9.691, -19.699, -4.048], [-19.508, -18.173, -2.162], [-20.349, -18.239, -1.710], [-19.739, -18.017, -3.078]]
}

***

5.
{
  "formula": "CH25O12",
  "method": "wB97M-V/def2-TZVPD",
  "total_energy_ha": -956.01369,
  "e_lumo_ev": 2.6361,
  "max_force_ev_per_a": 1.345,
  "relative_energy_kcal_mol": 24.2,
  "gap_ev": 8.287,
  "total_charge": -1,
  "symbols": ["C", "O", "H", "H", "H", "O", "H", "H", "O", "H", "H", "O", "H", "H", "O", "H", "H", "O", "H", "H", "O", "H", "H", "O", "H", "H", "O", "H", "H", "O", "H", "H", "O", "H", "H", "O", "H", "H"],
  "coordinates": [[2.587, 14.858, -4.021], [1.407, 14.486, -3.417], [3.476, 14.530, -3.476], [2.657, 14.406, -5.020], [2.587, 15.934, -4.245], [6.474, 14.907, -4.371], [7.323, 15.347, -4.459], [5.878, 15.418, -4.923], [3.628, 18.439, -5.551], [3.665, 17.671, -4.975], [4.165, 18.200, -6.310], [-0.642, 15.965, -2.005], [-1.100, 15.210, -1.629], [0.000, 15.579, -2.619], [-0.363, 12.692, -1.911], [-1.031, 12.594, -2.591], [0.247, 13.360, -2.261], [2.467, 17.416, -1.617], [2.522, 16.819, -2.370], [1.563, 17.741, -1.634], [2.516, 12.266, -1.749], [1.637, 11.914, -1.595], [2.360, 13.118, -2.174], [1.697, 14.601, -0.111], [1.082, 13.882, 0.049], [1.635, 14.766, -1.061], [-0.695, 13.634, -5.063], [-1.462, 13.328, -4.575], [0.012, 13.718, -4.398], [2.526, 15.043, -8.418], [2.701, 14.200, -8.842], [2.144, 14.810, -7.567], [4.145, 15.493, -0.813], [3.870, 16.403, -0.667], [3.371, 14.971, -0.564], [0.425, 17.508, -4.891], [1.114, 16.852, -4.761], [-0.389, 16.997, -4.917]]
}

***

6.
{
  "formula": "CH26N2O10",
  "method": "wB97M-V/def2-TZVPD",
  "total_energy_ha": -915.41669,
  "e_lumo_ev": -0.0146,
  "max_force_ev_per_a": 17.916,
  "relative_energy_kcal_mol": 117.6,
  "gap_ev": 9.262,
  "symbols": ["N", "C", "N", "H", "H", "H", "H", "H", "H", "H", "H", "O", "H", "H", "O", "H", "H", "O", "H", "H", "O", "H", "H", "O", "H", "H", "O", "H", "H", "O", "H", "H", "O", "H", "H", "O", "H", "H", "O"],
  "coordinates": [[0.185, -3.403, 0.319], [1.213, -2.484, 0.771], [0.705, -1.477, 1.669], [-0.736, -3.173, 0.630], [0.243, -3.580, -0.670], [1.967, -3.018, 1.360], [1.705, -2.064, -0.100], [-0.085, -0.936, 1.302], [0.581, -1.822, 2.601], [-1.811, -0.441, -0.414], [-2.351, 0.526, 0.726], [-1.843, -0.317, 0.557], [-3.625, 2.153, 0.088], [-2.040, 2.530, 0.220], [-2.818, 2.127, 0.654], [1.990, 1.350, 1.163], [2.461, 2.606, 0.643], [1.694, 2.056, 0.588], [2.411, 0.170, -0.133], [2.156, 1.248, -1.153], [2.361, 0.309, -1.113], [3.618, -0.945, 1.481], [2.290, -0.399, 1.852], [3.153, -0.098, 1.489], [0.895, -0.728, -1.559], [0.476, -1.408, -2.883], [0.102, -0.973, -2.101], [-2.245, -2.078, -2.267], [-0.652, -1.582, -2.290], [-1.601, -1.421, -2.018], [-0.625, 2.384, -1.463], [0.215, 2.930, -0.204], [-0.663, 2.824, -0.591], [-2.047, 1.608, 2.520], [-1.405, 0.309, 2.825], [-1.825, 1.055, 3.288], [-1.249, 0.486, -2.291], [0.171, 0.679, -2.702], [-0.685, 1.102, -2.795]]
}

***

7.
{
  "formula": "CH27O13",
  "method": "wB97M-V/def2-TZVPD",
  "total_energy_ha": -1032.40025,
  "e_lumo_ev": 2.0469,
  "max_force_ev_per_a": 3.462,
  "relative_energy_kcal_mol": 64.0,
  "gap_ev": 7.689,
  "total_charge": -1,
  "symbols": ["C", "O", "H", "H", "H", "O", "H", "H", "O", "H", "H", "O", "H", "H", "O", "H", "H", "O", "H", "H", "O", "H", "H", "O", "H", "H", "O", "H", "H", "O", "H", "H", "O", "H", "H", "O", "H", "H", "O", "H", "H"],
  "coordinates": [[-0.279, -0.490, 0.380], [-1.374, -0.559, 1.159], [0.547, -0.729, 0.953], [-0.179, 0.464, -0.037], [-0.330, -1.193, -0.404], [0.917, -0.795, 3.460], [1.455, -0.001, 3.592], [0.687, -0.732, 2.531], [-2.751, 1.603, 0.173], [-2.496, 1.785, -0.715], [-2.166, 0.917, 0.542], [1.339, 3.136, -1.952], [1.046, 3.461, -2.817], [0.933, 2.297, -1.932], [-2.703, -1.954, -0.823], [-2.139, -1.481, -0.159], [-2.768, -2.833, -0.446], [-0.411, -3.009, 1.737], [0.234, -3.418, 1.166], [-0.529, -2.122, 1.318], [-0.787, 3.668, -0.499], [-0.691, 2.964, 0.116], [0.016, 3.566, -1.035], [3.094, -1.709, 0.539], [3.245, -1.563, 1.497], [3.166, -0.813, 0.206], [-1.375, -1.391, -3.045], [-1.370, -0.508, -2.695], [-1.505, -1.843, -2.239], [1.751, -1.986, -2.028], [2.253, -1.525, -2.640], [2.155, -1.979, -1.134], [0.764, 0.463, -2.646], [0.428, -0.009, -3.373], [0.937, -0.136, -1.920], [-1.445, 0.916, 3.358], [-1.330, 0.451, 2.499], [-0.648, 0.583, 3.764], [0.473, 2.149, 1.472], [0.711, 1.549, 0.721], [1.126, 2.806, 1.356]]
}

***

8.
{
  "formula": "CH27O16",
  "method": "wB97M-V/def2-TZVPD",
  "total_energy_ha": -1258.27283,
  "e_lumo_ev": 2.2891,
  "max_force_ev_per_a": 4.416,
  "relative_energy_kcal_mol": 9.5,
  "gap_ev": 9.706,
  "total_charge": -1,
  "symbols": ["C", "O", "O", "O", "H", "O", "H", "H", "O", "H", "H", "O", "H", "H", "O", "H", "H", "O", "H", "H", "O", "H", "H", "O", "H", "H", "O", "H", "H", "O", "H", "H", "O", "H", "H", "O", "H", "H", "O", "H", "H", "O", "H", "H"],
  "coordinates": [[0.004, -0.765, 0.156], [-0.317, -0.590, -1.036], [0.358, 0.292, 0.937], [0.058, -1.895, 0.703], [0.174, 1.173, 0.717], [-2.938, 1.103, 0.612], [-2.168, 1.652, 0.627], [-3.349, 1.209, 1.513], [0.879, -0.688, -3.813], [1.378, -0.063, -3.295], [0.194, -1.076, -3.234], [1.625, 3.846, -0.740], [1.527, 3.765, 0.211], [1.677, 2.944, -0.896], [1.810, 1.165, -1.605], [0.914, 0.861, -1.613], [2.250, 0.536, -1.063], [-1.097, -2.114, 3.256], [-0.331, -2.105, 3.808], [-0.827, -2.322, 2.400], [0.402, -3.458, -1.588], [0.816, -4.111, -1.039], [0.213, -2.703, -1.055], [2.404, -2.547, 1.300], [1.517, -2.269, 1.091], [2.769, -3.070, 0.592], [-1.969, -1.762, -2.870], [-1.542, -1.436, -2.106], [-2.755, -2.222, -2.525], [-1.723, 1.489, -2.191], [-1.601, 0.761, -1.587], [-2.441, 1.226, -2.657], [-2.613, -1.657, 0.218], [-2.786, -0.744, 0.118], [-1.687, -1.691, 0.507], [1.746, 2.862, 1.855], [1.944, 1.968, 2.114], [2.209, 3.335, 2.512], [-0.901, 2.798, 0.405], [-0.933, 3.153, 1.298], [-0.794, 3.581, -0.153], [1.885, 0.094, 3.011], [1.273, -0.200, 2.276], [2.745, -0.323, 2.829]]
}

***

no.,HOMO (eV)
1,-7.31
2,-7.04
3,-9.56
4,-2.68
5,-5.65
6,-9.28
7,-5.64
8,-7.42